[1]
ORCA calculation (wB97M-V/def2-TZVPD) on C6H18Cl2CrN6O20 as an isolated structure.

Gap between HOMO and LUMO (spin up / spin down): 6.61 / 6.59 eV
LUMO energy (spin up / spin down): -1.79 / -1.80 eV

```
! RIJCOSX wB97M-V def2-TZVPD def2/J DEFGRID3
* xyz 0 5
Cr -0.17069 0.20890 0.28972
Cl -2.28833 2.87379 2.14949
O -3.35952 3.26393 1.36222
O -2.74005 2.56581 3.46332
O -1.60927 1.76387 1.61322
O -1.42754 4.05108 2.09007
Cl -2.20328 1.71547 -2.49674
O -2.65407 2.95907 -1.92809
O -3.33074 0.81114 -2.52617
O -1.71968 1.93797 -3.82741
O -1.21911 1.16068 -1.69123
C -0.93542 -2.87235 -3.76442
N -0.94839 -2.81166 -2.26240
O -0.62737 -1.74947 -1.68740
O -1.03647 -3.81589 -1.64989
H -0.19500 -3.60441 -4.08686
H -0.59274 -1.87297 -4.03260
H -1.94309 -2.99508 -4.16144
C 3.74113 0.18517 -1.99804
N 2.52456 -0.56640 -1.66762
O 2.47396 -1.73019 -2.06335
O 1.77272 -0.04425 -0.89134
H 3.44259 1.16740 -2.36436
H 4.27964 -0.44014 -2.71015
H 4.33015 0.40679 -1.10808
C 0.62694 4.67977 -0.67141
N 1.48181 3.54228 -0.30679
O 2.66708 3.60270 -0.50381
O 0.96617 2.54300 0.11007
H 1.18589 5.21427 -1.43952
H 0.50466 5.32678 0.19723
H -0.34899 4.39148 -1.06199
C 3.05636 0.68995 3.64334
N 2.63361 0.42029 2.28462
O 3.43848 0.20478 1.42060
O 1.50686 0.39207 1.98254
H 3.94227 1.32004 3.56430
H 3.19678 -0.23275 4.20640
H 2.27539 1.33060 4.05291
C -3.65593 -2.07265 1.70980
N -3.30783 -0.89001 0.81646
O -2.11537 -0.84686 0.39633
O -4.20592 -0.07962 0.54073
H -4.45526 -2.66841 1.26907
H -3.88118 -1.54024 2.63387
H -2.79619 -2.74076 1.76068
C 0.15626 -4.15768 1.47705
N 0.94406 -2.93787 1.12229
O 2.16129 -2.96460 1.37078
O 0.38549 -1.90362 0.70865
H -0.86265 -4.00505 1.12118
H 0.17852 -4.26539 2.56148
H 0.75748 -4.92074 0.98270
*
```

=====

[2]
ORCA calculation (wB97M-V/def2-TZVPD) on C33H50ClGdP as an isolated structure.

Energy relative to the best compared isomer or geometry (same formula, charge and spin): 0.0 kcal per mole
Gap between HOMO and LUMO (spin up / spin down): 5.43 / 5.24 eV
LUMO energy (spin up / spin down): 2.50 / 2.49 eV

```
! RIJCOSX wB97M-V def2-TZVPD def2/J DEFGRID3
* xyz -1 8
Gd 1.77382 -0.02873 2.02286
Cl 3.09794 -1.86973 0.57754
P -0.35171 -0.96269 -0.71127
C 1.49097 -0.85323 3.92862
H 1.26535 0.07406 4.58202
H 2.62278 -0.84089 4.21000
C -1.42893 0.24945 -1.67466
C -1.54433 -2.27333 -0.06665
C -2.44847 0.88059 -0.73321
H -0.67177 1.01522 -1.92980
C -3.05048 2.13831 -1.37689
H -3.26396 0.17148 -0.52759
H -1.96362 1.10702 0.22662
C -3.66739 1.84855 -2.74445
H -3.80433 2.56301 -0.70508
H -2.25299 2.88532 -1.48391
C -2.75017 1.02941 -3.67155
H -4.61315 1.30597 -2.60914
H -3.92164 2.79352 -3.23953
C -2.10833 -0.17466 -2.98871
H -3.32168 0.68749 -4.54162
H -1.95720 1.68466 -4.05371
H -2.88495 -0.92246 -2.77959
H -1.39080 -0.64543 -3.67239
C 0.65283 -1.87367 -2.03611
C -2.82032 -2.54726 -0.87280
H -0.92878 -3.19170 -0.08667
C -3.62057 -3.68463 -0.24001
H -3.44365 -1.64396 -0.89844
H -2.58802 -2.81126 -1.91469
C -3.97091 -3.39667 1.23038
H -4.53882 -3.85284 -0.81746
H -3.02898 -4.60861 -0.29669
C -2.75562 -2.99549 2.06031
H -4.72023 -2.59455 1.26477
H -4.44090 -4.28510 1.66851
C -1.86026 -1.93319 1.39543
H -3.07605 -2.62386 3.03882
H -2.13947 -3.88424 2.24535
H -2.33252 -0.94122 1.44732
H -0.92663 -1.83589 1.97304
C 1.38403 -0.88321 -2.95012
H 1.41171 -2.34920 -1.38465
C 2.40427 -1.61271 -3.83511
H 0.66136 -0.35930 -3.59277
H 1.89929 -0.12043 -2.35002
C 1.78893 -2.78024 -4.62127
H 2.86146 -0.89984 -4.53132
H 3.20778 -1.99620 -3.19057
C 0.92553 -3.70540 -3.75549
H 1.17953 -2.37819 -5.44261
H 2.59121 -3.36575 -5.08761
C -0.05951 -2.95835 -2.84894
H 0.37192 -4.39972 -4.39746
H 1.58148 -4.31483 -3.12058
H -0.84096 -2.50167 -3.47453
H -0.56222 -3.68130 -2.19255
C 2.39652 2.49205 0.83886
C 2.92979 1.87280 1.88977
H 1.29766 2.66745 0.71360
C 4.13534 1.03744 1.83412
H 2.37147 1.77197 2.89236
C 5.18945 1.90807 1.22175
H 4.36866 0.63285 2.80102
H 4.00206 0.13338 1.21630
C 4.74167 2.37878 -0.17389
H 5.27113 2.76820 1.87815
H 6.17132 1.43810 1.21560
C 3.28399 2.78220 -0.34311
H 5.38478 3.21266 -0.46713
H 4.96209 1.57483 -0.87709
H 3.21388 3.83910 -0.64426
H 2.85492 2.25494 -1.21241
C -0.38289 0.87866 1.68399
C -0.36163 1.65248 2.66737
C -0.29157 2.60329 3.72881
C -0.65448 2.29574 5.06708
C -0.25600 3.13787 6.10427
C 0.46550 4.30836 5.82842
C 0.70129 4.68619 4.50114
C 0.28627 3.86570 3.46141
H -1.20512 1.37449 5.27024
H -0.49304 2.87496 7.13745
H 0.83163 4.93129 6.64541
H 1.21936 5.61631 4.27437
H 0.44408 4.15740 2.42304
*
```

=====

[3]
ORCA calculation (wB97M-V/def2-TZVPD) on a 38-piece molecular cluster, C4H83INO42PS overall.

Energy relative to the best compared isomer or geometry (same formula, charge and spin): 103.5 kcal per mole
Gap between HOMO and LUMO: 8.13 eV
LUMO energy: -0.46 eV

```
! RIJCOSX wB97M-V def2-TZVPD def2/J DEFGRID3
* xyz 0 1
C -0.88975 1.01746 2.33633
N -0.93836 -0.25830 1.52502
C -0.31549 -0.09794 0.14738
C -1.47881 0.02373 -1.00107
O -2.31930 1.25831 -0.93186
S -3.26815 1.10877 -2.35907
O -4.31977 0.05136 -1.94368
O -3.76542 2.42187 -3.05494
O -2.01205 0.50979 -3.38544
C -1.15942 -0.39022 -2.55524
P 0.63822 -0.67298 -3.13303
O 1.22184 0.69053 -4.10679
I 0.45846 -2.59485 -4.73224
H -1.99239 1.33813 2.64669
H -0.42085 1.93934 1.78925
H -0.32845 0.77621 3.36122
H -1.96450 -0.50189 1.46236
H 0.40749 0.82320 0.10985
H 0.31952 -1.08480 -0.06172
H -2.22377 -0.84668 -0.67434
H -1.66120 -1.43340 -2.77576
H 0.77972 1.53883 -3.77682
O -3.06317 5.13721 -5.05425
H -3.46349 4.28680 -5.28969
H -3.14824 5.17700 -4.08980
O 2.89176 -4.07589 -2.71932
H 3.21714 -4.36056 -3.58649
H 3.64958 -4.20791 -2.13003
O 1.06775 3.74011 0.71212
H 1.42667 4.58803 0.41030
H 0.14247 3.93846 0.92065
O -1.38660 -5.89515 -4.30801
H -1.02768 -5.04723 -4.60983
H -2.31189 -5.69680 -4.09948
O 1.99939 -0.00602 3.37128
H 2.33861 -0.81509 3.78264
H 2.68299 0.65527 3.55673
O -0.43233 -7.04901 -1.42669
H -0.64591 -6.67798 -2.29594
H -1.15000 -7.67783 -1.25778
O -2.15283 -7.41061 0.81052
H -1.51708 -6.73753 0.52475
H -2.72186 -6.94288 1.44013
O -1.80682 4.68403 -1.44647
H -2.48092 4.94111 -0.79965
H -2.24582 4.01001 -1.98682
O -1.53462 2.55020 4.47282
H -1.17570 3.39812 4.17100
H -2.45991 2.74855 4.68135
O 1.09404 3.18963 6.00449
H 1.40924 3.13750 6.91927
H 0.54284 2.39936 5.90139
O 5.14261 -4.90138 -0.66958
H 5.88665 -5.51570 -0.75846
H 4.73666 -5.14605 0.17560
O 4.18009 1.77628 3.20561
H 4.62068 2.23556 2.47498
H 4.89353 1.60485 3.83855
O 0.86511 -7.36086 -5.47754
H 0.19101 -7.10378 -4.83072
H 0.42612 -8.03487 -6.01789
O -1.97251 4.89523 6.07292
H -1.22847 4.28092 5.98404
H -2.37845 4.65056 6.91810
O 3.55835 -5.06764 -5.56789
H 3.39895 -4.61250 -6.40831
H 2.77703 -5.62937 -5.45397
O 0.03424 4.15927 -4.20598
H -0.90818 4.00820 -4.03888
H 0.05636 5.00962 -4.67009
O 4.01049 -6.08808 1.77130
H 3.61017 -6.93849 1.53586
H 3.92542 -6.04829 2.73575
O -1.88952 -0.43967 5.57616
H -2.83193 -0.59074 5.74326
H -1.86740 0.41068 5.11205
O 2.68956 4.88398 3.71284
H 3.43361 4.26967 3.62396
H 2.28362 4.63931 4.55802
O 6.02151 2.73392 5.69414
H 6.65726 3.40701 5.40837
H 5.45248 3.20166 6.32375
O -4.90454 7.00574 -3.22312
H -5.06394 7.46088 -4.06355
H -5.68587 6.44401 -3.10921
O -0.82241 5.81923 1.11272
H -0.98182 6.27437 0.27229
H -1.60374 5.25750 1.22663
O 4.47290 -1.12435 2.06353
H 4.45033 -2.03876 1.74379
H 3.79295 -0.67592 1.53859
O -4.39417 5.94948 -0.05631
H -5.20575 5.56807 0.31077
H -4.70381 6.48591 -0.80153
O 6.73944 -4.75691 -4.96770
H 5.79703 -4.90798 -4.80061
H 6.76156 -3.90656 -5.43181
O -6.82715 4.62367 1.14869
H -7.22747 3.77326 0.91325
H -6.91221 4.66346 2.11314
O 0.01811 -7.50707 3.27061
H -0.65599 -7.24999 3.91743
H -0.42088 -8.18108 2.73026
O -5.89536 9.38698 -3.95669
H -6.16548 10.28034 -4.21715
H -5.99173 9.38502 -2.99248
O 2.64827 -4.36748 3.89138
H 2.48887 -3.91234 3.05095
H 1.86695 -4.92920 4.00529
O -3.82252 -6.58048 -3.29895
H -4.22284 -7.43089 -3.53438
H -3.90759 -6.54068 -2.33450
O 1.03611 0.99581 7.23453
H 0.68717 0.10403 7.08676
H 1.98109 0.85381 7.39524
O 5.42437 -2.25689 -1.74472
H 5.76358 -3.06596 -1.33336
H 6.10797 -1.59561 -1.55928
O 4.28679 0.14144 5.36885
H 4.62601 -0.66763 5.78021
H 4.97039 0.80273 5.55430
O 3.36025 -8.79369 -5.93636
H 3.71916 -7.94577 -6.23818
H 2.43496 -8.59534 -5.72783
O -0.14006 -1.22998 -8.34440
H -0.41018 -0.33662 -8.60485
H -0.23643 -1.23194 -7.38019
O -1.54541 2.03604 8.84229
H -0.80137 1.42173 8.75341
H -1.95135 1.79137 9.68747
O -7.45616 9.57659 -6.36295
H -7.01558 10.03588 -7.09358
H -6.74273 9.40516 -5.73001
*
```

=====

| no. | DFT total energy (eV) |
| --- | --- |
| 1 | -109836.599 |
| 2 | -77674.287 |
| 3 | -121201.626 |